No. 1
{"formula": "C35H58CaN3O3Si4Te", "method": "ωB97M-V with the def2-TZVPD basis set", "total_charge": -1, "gap_ha": 0.18723, "e_homo_ev": -4.03, "e_tot_ha": -3862.12242, "symbols": ["Te", "Ca", "Si", "Si", "Si", "Si", "O", "O", "O", "N", "N", "N", "C", "C", "C", "C", "C", "C", "C", "C", "C", "C", "C", "C", "C", "C", "C", "C", "C", "C", "C", "C", "C", "C", "C", "C", "C", "C", "C", "C", "C", "C", "C", "C", "C", "C", "C", "H", "H", "H", "H", "H", "H", "H", "H", "H", "H", "H", "H", "H", "H", "H", "H", "H", "H", "H", "H", "H", "H", "H", "H", "H", "H", "H", "H", "H", "H", "H", "H", "H", "H", "H", "H", "H", "H", "H", "H", "H", "H", "H", "H", "H", "H", "H", "H", "H", "H", "H", "H", "H", "H", "H", "H", "H", "H"], "positions_angstrom": [[0.268, 3.185, -4.881], [-0.727, -0.020, 0.485], [-0.676, -4.194, 0.078], [1.515, -2.961, -2.724], [1.001, -2.606, -0.470], [3.012, -3.335, 0.669], [-3.123, 0.578, 8.195], [-2.385, 0.644, 1.580], [-3.745, 2.682, 7.876], [1.619, 0.892, 0.530], [-1.696, 1.830, -0.364], [0.156, 1.004, 2.851], [-1.650, 0.275, 4.295], [3.364, 2.223, 1.522], [-0.356, -4.829, 1.807], [-2.390, -3.414, -0.029], [4.438, -2.236, 0.429], [2.248, 1.004, -0.619], [-3.372, 2.013, -3.558], [1.015, 3.167, -2.899], [-1.315, 2.387, 6.042], [3.593, -5.144, 0.313], [-2.456, 0.473, 5.368], [2.157, -1.291, -3.413], [-2.348, 1.534, 6.197], [-4.110, 1.855, 0.643], [-2.195, 3.058, 1.857], [-0.613, 1.190, 4.079], [-3.113, 1.581, 7.510], [1.267, 1.664, 2.767], [0.123, -3.543, -3.808], [-2.951, 4.231, -2.917], [-2.805, 1.477, -2.442], [-0.762, -5.710, -1.088], [-1.284, 4.594, -1.011], [-0.472, 2.268, 4.920], [2.905, -4.167, -3.126], [-3.612, 3.358, -3.796], [2.769, -3.139, 2.514], [2.075, 1.607, 1.550], [-2.660, -0.030, -2.184], [-2.207, 2.354, -1.494], [1.973, 4.171, -5.652], [4.053, 2.271, 0.336], [-2.569, 1.829, 0.928], [-2.251, 3.784, -1.819], [3.400, 1.723, -0.773], [2.987, -1.044, -2.676], [3.736, -3.368, 3.020], [1.811, 4.317, -6.737], [-3.534, 3.328, 7.166], [2.597, -2.058, 2.716], [-2.586, -2.710, -0.906], [-3.258, -0.263, 5.460], [0.215, 2.856, -2.219], [2.794, -4.409, -4.203], [-4.797, 1.572, 1.522], [4.788, -2.215, -0.592], [-0.864, -5.512, -2.154], [2.818, -5.810, 0.162], [0.603, -5.399, 1.762], [1.669, 2.264, 3.591], [-1.020, -5.431, 2.466], [-0.726, -2.909, -3.830], [3.917, 1.684, -1.736], [1.426, -0.463, -3.327], [-4.315, 2.843, 0.374], [-3.771, 1.243, -4.322], [-2.485, 3.973, 1.392], [-0.518, 3.970, -0.548], [1.997, -3.613, 3.041], [-1.679, 5.278, -0.215], [2.627, -1.251, -4.338], [2.903, 3.662, -5.429], [-3.050, 5.316, -3.051], [-2.651, 2.944, 2.793], [0.511, -3.456, -4.888], [0.233, -6.116, -1.118], [1.813, 0.516, -1.459], [3.822, 2.703, 2.396], [-1.449, -6.506, -0.753], [-1.152, 3.249, 6.717], [1.365, 4.140, -2.493], [2.928, -5.119, -2.622], [5.206, -2.566, 1.101], [0.204, 3.099, 4.710], [5.038, 2.755, 0.279], [-4.425, 1.170, -0.186], [-0.121, -3.941, 2.505], [-2.990, -0.579, -3.066], [2.023, 5.166, -5.196], [-1.085, 3.048, 1.865], [-4.106, 3.738, -4.640], [-3.225, -4.093, 0.028], [-0.055, -4.586, -3.599], [-3.108, -0.404, -1.262], [3.927, -3.881, -2.885], [4.245, -5.394, 1.181], [4.131, -1.167, 0.608], [-1.576, -0.244, -1.990], [1.828, 2.442, -2.901], [-1.872, -0.461, 3.519], [-0.733, 5.237, -1.654], [-2.412, -2.724, 0.825], [4.294, -5.108, -0.476]], "forces_ev_per_angstrom": [[-0.392, 0.056, 0.123], [0.529, -0.296, -0.126], [-0.137, -0.403, -1.323], [0.374, 0.656, 0.250], [0.088, -0.116, 0.438], [-2.224, -1.128, -0.371], [-0.353, 1.039, -0.178], [0.577, -0.481, 0.754], [0.274, 1.444, -0.775], [-0.765, 0.816, 0.428], [0.068, -0.186, 1.893], [1.261, 1.216, 1.124], [0.844, 0.406, -0.934], [-0.850, 0.208, 0.608], [0.975, 0.535, 2.216], [0.249, 1.881, -0.615], [-0.126, 1.905, -0.735], [0.131, 0.084, -0.119], [-2.188, -1.955, -2.767], [0.226, 0.235, 0.656], [1.546, 2.178, -0.897], [1.651, 2.444, 2.049], [-1.808, -2.511, -1.019], [-0.027, 0.451, 3.049], [-0.494, 0.588, 2.636], [-0.296, -1.209, 0.191], [1.348, -1.379, -2.394], [0.278, -0.526, -1.637], [0.564, -3.001, -0.194], [-1.219, -1.126, 0.345], [1.599, 0.038, -2.101], [-0.786, 0.737, -0.106], [1.257, -0.250, 1.367], [0.212, -0.099, 0.213], [-0.290, 1.146, 0.903], [-0.069, 0.679, 0.774], [0.345, -0.533, -0.472], [1.915, -0.064, 1.795], [1.538, 1.454, 0.346], [1.798, 0.074, 0.457], [1.035, 0.808, -0.262], [-1.609, 1.090, -1.037], [-0.037, 0.825, -0.403], [-0.302, -0.013, -0.530], [-1.322, -0.040, -0.093], [0.904, -2.298, 1.033], [2.031, -0.075, -0.484], [-0.765, -0.090, -0.615], [-0.491, -0.004, -0.187], [0.296, -0.239, 0.551], [-0.501, -0.143, 0.630], [0.140, -0.364, -0.238], [0.491, -1.104, 0.772], [0.053, 0.376, 0.424], [0.151, -0.266, -0.306], [0.419, 0.223, 0.341], [1.549, 0.430, -0.878], [0.377, -0.251, -0.390], [-0.805, 0.308, 0.158], [-1.426, -1.506, -0.284], [-0.506, 0.356, 0.030], [-0.096, -0.055, -0.163], [-0.117, 0.150, -0.979], [-1.180, 0.320, 0.455], [-0.348, 0.253, 0.204], [0.206, -0.458, -0.156], [-0.978, 1.672, -0.765], [0.467, 1.278, 1.096], [-0.349, 0.732, -0.292], [-0.420, -0.258, 0.217], [-1.101, -1.069, 0.491], [-0.038, -0.716, -0.519], [0.617, -0.195, -2.033], [0.035, -0.260, -0.210], [0.207, -0.332, -0.162], [-0.504, -0.166, 1.541], [-0.327, -0.352, 1.320], [0.738, -0.591, 0.458], [-0.251, -0.497, -0.427], [-0.569, -0.302, -0.142], [0.136, 0.333, -0.216], [-0.171, -0.595, -0.371], [-0.135, -0.443, -0.668], [-0.836, -0.576, 0.352], [0.719, 0.142, 0.362], [-0.017, -0.428, 0.080], [-0.531, -0.335, -0.115], [0.531, 0.558, 0.553], [-0.207, -1.014, -1.144], [-0.007, -0.254, 0.168], [-0.031, -0.144, -0.090], [-0.589, 0.139, 0.475], [-0.648, 0.199, -0.995], [-0.290, -0.351, 0.174], [-0.494, -0.165, -0.139], [-0.612, 0.260, -0.139], [0.114, 0.794, -0.393], [-0.659, -0.270, -0.209], [0.363, -0.955, 0.277], [-0.518, 0.035, -0.654], [-0.071, 0.141, 0.194], [0.188, 0.149, 0.502], [0.395, 0.828, -0.840], [-0.416, -0.090, 0.201], [0.489, -0.140, -1.384]], "lowdin_charge": [1.118, 1.153, 0.272, 0.260, 0.360, 0.284, 0.108, -0.446, 0.134, 0.043, -0.125, 0.098, 0.001, -0.016, -0.257, -0.240, -0.243, -0.177, -0.115, -0.488, -0.036, -0.202, -0.026, -0.233, -0.184, -0.033, -0.024, -0.243, -0.490, -0.080, -0.232, -0.102, -0.230, -0.230, -0.092, -0.024, -0.233, -0.121, -0.243, -0.245, -0.052, -0.320, -0.528, -0.059, -0.701, -0.221, -0.060, 0.026, 0.036, -0.008, 0.130, 0.029, 0.033, 0.137, -0.025, 0.030, 0.099, 0.016, -0.011, -0.021, 0.022, 0.117, 0.028, 0.004, 0.117, 0.016, 0.035, 0.125, 0.040, 0.055, -0.026, 0.081, -0.011, -0.011, 0.107, 0.049, 0.058, -0.002, 0.063, 0.114, 0.028, 0.129, 0.030, 0.003, 0.021, 0.109, 0.116, 0.076, 0.035, 0.071, -0.011, 0.066, 0.070, 0.014, -0.006, 0.053, 0.018, 0.033, 0.037, 0.052, -0.034, 0.112, 0.048, 0.006, -0.010]}

No. 2
{"formula": "C35H58F6N3O29RbS5", "method": "ωB97M-V with the def2-TZVPD basis set", "total_charge": 0, "gap_ha": 0.31300, "e_homo_ev": -9.59, "e_tot_ha": -6328.69410, "symbols": ["Rb", "S", "S", "S", "S", "S", "F", "F", "F", "F", "F", "F", "O", "O", "O", "O", "O", "O", "O", "O", "O", "O", "O", "O", "O", "O", "O", "O", "O", "O", "O", "O", "O", "O", "O", "O", "O", "O", "O", "O", "O", "N", "N", "N", "C", "C", "C", "C", "C", "C", "C", "C", "C", "C", "C", "C", "C", "C", "C", "C", "C", "C", "C", "C", "C", "C", "C", "C", "C", "C", "C", "C", "C", "C", "C", "C", "C", "C", "C", "H", "H", "H", "H", "H", "H", "H", "H", "H", "H", "H", "H", "H", "H", "H", "H", "H", "H", "H", "H", "H", "H", "H", "H", "H", "H", "H", "H", "H", "H", "H", "H", "H", "H", "H", "H", "H", "H", "H", "H", "H", "H", "H", "H", "H", "H", "H", "H", "H", "H", "H", "H", "H", "H", "H", "H", "H", "H"], "positions_angstrom": [[1.760, 0.603, 2.729], [5.960, -6.036, -2.210], [1.492, 1.565, -0.856], [-5.189, -2.658, -3.256], [-0.307, -0.818, 5.826], [-1.033, 1.625, -0.213], [-1.899, 2.049, 2.364], [1.526, -0.986, -1.485], [-1.803, -0.045, 1.775], [2.844, -0.467, 0.201], [3.430, 0.055, -1.801], [-3.347, 1.220, 1.019], [4.753, 3.095, -3.732], [-5.087, -3.912, -3.961], [0.711, -0.940, 4.796], [-4.350, -1.568, -3.685], [-1.253, 3.027, -0.464], [-0.768, -4.841, 3.309], [3.520, 9.324, 0.464], [-0.075, -2.867, 2.863], [-7.663, 0.496, 2.037], [4.133, 9.111, -1.594], [-7.726, -0.003, -0.164], [4.850, -6.776, -2.731], [-0.069, 4.662, 3.145], [7.228, -5.930, -2.887], [-1.540, 0.628, -1.139], [2.405, 2.589, -0.369], [-0.550, 0.401, 6.545], [6.497, 2.081, -3.045], [-9.531, -0.063, 1.190], [0.445, 2.762, 4.228], [1.875, -1.271, -4.583], [-1.442, 3.959, 4.629], [-0.157, -2.002, 6.927], [0.931, 1.715, -2.178], [5.421, -4.491, -2.060], [0.292, 0.342, -4.769], [2.280, 0.785, -5.414], [5.625, 3.730, -1.757], [-4.904, -3.015, -1.725], [3.413, 8.870, -0.651], [0.350, 1.270, 0.390], [-0.447, -3.972, 2.527], [2.383, -0.121, -1.020], [1.514, -0.164, -4.896], [-2.050, 1.188, 1.354], [-1.881, -1.317, 4.998], [3.698, 0.629, -5.365], [6.156, -6.416, -0.455], [5.457, -2.119, -2.121], [1.037, 4.604, 2.253], [-6.257, 0.633, 1.979], [-1.237, -5.721, -0.681], [2.601, 6.642, -1.280], [-0.968, -4.724, -1.596], [-0.011, 7.393, -0.737], [-4.112, -2.510, 0.449], [0.240, -3.271, 6.417], [7.465, 1.767, -2.074], [3.641, 3.952, -3.684], [0.997, 8.351, -0.620], [1.567, 5.732, -1.492], [-0.442, -3.506, -1.175], [-0.514, -4.351, 7.163], [6.302, -3.380, -2.171], [-0.290, -3.239, 0.188], [-0.675, -4.224, 1.096], [-6.926, -2.217, -3.148], [-4.584, -1.916, -0.847], [2.303, 7.941, -0.890], [-8.256, 0.118, 0.902], [-0.730, -0.452, -4.230], [-0.299, 3.714, 4.039], [0.288, 6.105, -1.132], [-10.422, -0.485, 0.177], [-1.814, 3.128, 5.715], [-1.191, -5.424, 0.684], [5.656, 3.065, -2.760], [5.113, -6.615, -0.219], [-0.454, 5.315, -1.152], [-10.350, -1.548, -0.060], [-11.405, -0.188, 0.528], [-5.894, 1.272, 2.779], [-1.038, 3.101, 6.482], [7.037, 1.180, -1.252], [7.865, 2.653, -1.578], [-1.441, -0.729, -5.014], [1.309, -3.464, 6.544], [8.261, 1.157, -2.490], [0.965, 5.502, 1.640], [-2.716, 3.508, 6.183], [0.088, -2.287, 0.527], [-1.635, -6.663, -1.029], [3.237, 3.913, -2.674], [1.962, 4.714, 2.821], [6.804, -7.285, -0.398], [-1.586, -4.170, 7.054], [-0.247, -2.728, -1.900], [5.120, -2.029, -1.084], [3.969, -0.001, -6.211], [4.001, 0.317, -4.367], [3.843, 5.010, -3.874], [-1.046, 7.646, -0.550], [-0.249, -5.370, 6.900], [-5.467, -1.306, -0.626], [-1.906, 2.093, 5.396], [2.870, 3.697, -4.408], [-3.777, -1.768, 1.173], [-7.481, -2.869, -3.826], [-3.858, -1.248, -1.309], [-5.935, 1.051, 1.025], [7.002, -3.477, -1.329], [-7.097, -1.253, -3.629], [-1.340, -0.011, -3.444], [6.945, -3.392, -3.055], [-7.359, -2.298, -2.158], [-2.098, -0.515, 4.297], [6.573, -5.550, 0.045], [-4.948, -3.053, 0.901], [-1.461, -6.249, 1.328], [1.783, 4.686, -1.645], [4.589, -2.151, -2.772], [0.076, -3.375, 5.342], [-0.311, -4.223, 8.230], [-1.047, -4.920, -2.657], [-0.366, -1.397, -3.818], [3.641, 6.391, -1.452], [-2.674, -1.303, 5.745], [4.147, 1.608, -5.502], [-1.777, -2.316, 4.588], [0.717, 9.332, -0.264], [-10.203, 0.001, -0.779], [-3.304, -3.237, 0.344], [6.117, -1.267, -2.282], [-5.761, -0.339, 2.062], [0.949, 3.742, 1.593]], "forces_ev_per_angstrom": [[-0.007, 0.182, 0.377], [0.220, 2.155, -0.147], [-0.298, 0.544, 0.680], [0.181, -0.944, -0.347], [-1.871, -1.060, -0.672], [-3.414, -0.855, 0.297], [0.382, -0.151, 0.092], [0.280, -0.521, 0.005], [0.512, -0.392, 0.370], [-0.128, -0.589, 0.022], [-0.103, -0.280, -0.348], [-0.043, 0.064, -0.152], [0.520, -0.440, -1.411], [-0.178, 0.757, 0.565], [-0.195, 0.391, 1.278], [-0.769, -0.298, 0.482], [0.089, -0.567, 0.079], [0.225, -0.340, 0.296], [0.095, 0.295, 0.320], [0.527, 0.256, 0.037], [-0.082, 0.032, 0.289], [0.375, 0.081, -0.124], [0.156, -0.324, -0.625], [0.737, 0.145, 0.325], [-0.970, 0.557, 0.284], [-0.587, -0.633, 0.414], [0.201, 0.858, 0.443], [-0.327, -1.451, -0.246], [0.668, -0.896, -0.270], [0.387, -0.311, -0.641], [-0.278, -0.168, 0.495], [-0.452, 0.204, 0.135], [0.074, -0.046, 0.128], [-0.436, 0.603, 0.186], [0.253, 1.534, -0.778], [0.319, -0.029, 0.881], [-0.643, -1.512, -0.509], [0.142, 0.651, -0.045], [-0.198, 0.919, 0.023], [0.372, 0.065, -0.173], [0.194, 0.264, -0.414], [-0.417, -0.244, -0.289], [3.217, 0.111, -1.963], [-1.292, 0.065, -0.434], [-0.371, 2.324, 0.849], [-0.019, -0.133, 0.331], [-0.391, 0.886, -1.195], [0.656, 0.650, 1.269], [-0.196, 0.090, -0.241], [-0.334, -0.076, -1.440], [0.587, -0.410, 1.267], [0.109, 0.371, 0.044], [1.029, -0.114, -0.613], [-0.929, 0.703, 0.321], [0.156, 0.400, -0.670], [0.923, 0.041, -0.312], [0.086, 0.319, -0.218], [-0.073, -0.704, 0.548], [0.625, -1.897, -0.668], [0.354, -0.130, 1.551], [-0.770, 1.238, 1.213], [-0.147, -0.662, 0.113], [0.663, 0.331, 1.396], [-0.546, 0.359, 0.563], [-0.478, 0.810, 0.866], [0.810, 0.090, 0.081], [-0.180, -0.316, -0.526], [0.697, 0.638, -0.164], [-0.408, 0.250, -1.379], [0.199, 0.724, 0.442], [-0.798, -0.325, 0.299], [0.052, 0.258, 0.534], [-1.266, -1.749, 0.061], [1.313, -0.558, -0.971], [-0.318, -0.690, -0.410], [0.035, 0.216, -1.124], [0.653, -0.811, 0.745], [0.277, -1.642, -0.719], [-1.291, 0.207, 0.756], [0.203, -0.110, 0.660], [-0.286, 0.257, -0.039], [-0.038, -0.089, 0.569], [-0.055, -0.258, -0.076], [-0.426, 0.035, 0.127], [0.091, 0.191, -0.132], [-0.292, 0.005, -0.220], [0.084, 0.109, -0.380], [0.206, 0.112, -0.151], [0.027, 0.618, 0.199], [-0.119, 0.242, -0.493], [-0.211, -0.073, -0.005], [-0.140, 0.143, -0.443], [0.022, -0.015, 0.042], [0.101, -0.101, 0.153], [-0.167, -0.136, -0.126], [0.104, -0.582, -0.137], [-0.122, -0.081, 0.201], [-0.016, -0.333, -0.157], [0.179, -0.035, 0.027], [-0.323, 0.135, -0.121], [0.436, -0.369, 0.456], [0.129, -0.575, -0.260], [0.673, -0.144, -0.029], [0.075, 0.145, 0.187], [0.054, 0.099, -0.354], [-0.206, -0.151, -0.334], [-0.320, 0.053, -0.140], [0.318, -0.752, -0.031], [-0.070, 0.243, -0.211], [0.327, -0.463, 0.232], [0.165, -0.239, -0.091], [-0.158, 0.110, 0.057], [-0.053, 0.532, 0.042], [0.324, 0.312, 0.598], [0.621, 0.818, -0.044], [-0.438, -0.431, -0.212], [0.343, 0.205, 0.171], [0.180, -0.258, -0.394], [-0.002, -0.013, 0.051], [0.047, 0.010, 0.077], [0.049, 0.410, 0.523], [-0.020, 0.047, -0.350], [0.181, 0.049, -0.279], [-0.218, 0.346, 0.053], [0.027, -0.130, -0.008], [-0.152, 0.028, 0.008], [0.350, 0.150, -0.145], [-0.020, -0.154, -0.004], [0.184, -0.033, 0.180], [-0.295, 0.084, -0.182], [0.130, 0.155, -0.332], [0.407, 0.176, -0.083], [-0.015, 0.287, 0.224], [0.052, 0.120, -0.313], [-0.228, 0.110, -0.367], [-0.198, -0.051, 0.102], [0.353, -0.132, 0.189]], "lowdin_charge": [0.948, 0.627, 0.654, 0.602, 0.649, 0.552, 0.142, 0.185, 0.120, 0.051, 0.163, 0.121, -0.012, -0.288, -0.432, -0.279, -0.270, 0.088, 0.094, 0.048, 0.017, 0.096, 0.125, -0.270, 0.018, -0.289, -0.295, -0.296, -0.263, 0.011, 0.014, 0.009, 0.113, 0.031, -0.231, -0.269, -0.275, 0.016, 0.001, 0.138, -0.257, -0.377, -0.415, -0.327, -0.663, -0.621, -0.641, -0.069, -0.019, -0.100, -0.058, -0.004, -0.053, -0.050, 0.009, -0.047, -0.067, -0.053, -0.294, -0.057, -0.035, 0.001, -0.055, -0.033, -0.058, -0.283, 0.012, -0.158, -0.105, -0.252, -0.156, -0.616, -0.049, -0.627, -0.079, -0.041, -0.029, -0.008, -0.604, 0.066, 0.097, 0.098, 0.097, 0.097, 0.100, 0.093, 0.097, 0.099, 0.129, 0.095, 0.092, 0.101, 0.107, 0.113, 0.056, 0.109, 0.071, 0.081, 0.093, 0.073, 0.104, 0.085, 0.103, 0.110, 0.085, 0.105, 0.071, 0.106, 0.063, 0.066, 0.111, 0.088, 0.117, 0.072, 0.075, 0.118, 0.061, 0.053, 0.063, 0.087, 0.121, 0.072, 0.083, 0.077, 0.082, 0.119, 0.078, 0.122, 0.076, 0.080, 0.048, 0.119, 0.095, 0.064, 0.075, 0.089, 0.071]}